No. 1
Here is C45H50BHfN11PSb2 as an isolated structure from the Open Molecules 2025 dataset. Energies are from ωB97M-V with the def2-TZVPD basis set.

Last column: Löwdin charge in e.
Geometry (Å):
Hf: -1.883 -26.436 3.328  1.793
C: -5.078 -28.563 5.790  -0.013
C: -4.362 -27.401 5.517  -0.149
N: -3.406 -27.638 4.565  -0.095
N: -3.529 -28.950 4.246  0.036
C: -4.531 -29.512 4.963  0.008
B: -2.857 -29.604 2.974  -0.647
N: -1.304 -29.443 3.062  0.050
C: -0.329 -30.330 2.940  0.009
C: 0.850 -29.747 3.379  0.023
C: 0.535 -28.449 3.708  -0.081
N: -0.794 -28.247 3.518  -0.104
N: -3.342 -28.804 1.736  0.043
C: -4.140 -29.180 0.732  0.009
C: -4.634 -28.032 0.106  -0.002
C: -4.060 -26.981 0.775  -0.201
N: -3.242 -27.412 1.769  -0.090
N: -3.287 -31.030 2.897  -0.028
C: -2.867 -32.109 3.641  -0.090
C: -3.771 -33.109 3.569  -0.004
C: -4.812 -32.531 2.769  -0.095
N: -4.530 -31.297 2.407  0.039
H: -5.882 -28.645 6.505  0.127
H: -4.464 -26.450 6.020  0.086
H: -4.840 -30.528 4.802  0.135
H: -0.572 -31.344 2.686  0.144
H: 1.806 -30.279 3.391  0.142
H: 1.151 -27.598 3.988  0.126
H: -4.303 -30.227 0.539  0.132
H: -5.316 -28.010 -0.746  0.133
H: -4.223 -25.913 0.644  0.071
H: -1.936 -32.052 4.180  0.122
H: -3.799 -34.087 4.065  0.130
H: -5.755 -32.963 2.452  0.126
C: -3.088 -22.494 3.483  -0.355
C: -2.323 -22.599 2.160  -0.337
C: -2.741 -23.807 1.282  -0.426
Sb: -1.412 -24.852 -0.097  1.620
C: -0.114 -23.384 -0.877  -0.430
C: -0.612 -22.089 -0.960  -0.143
C: 0.101 -21.075 -1.572  -0.049
C: 1.333 -21.383 -2.100  -0.035
C: 1.811 -22.693 -2.115  -0.041
C: 1.105 -23.706 -1.490  -0.121
C: -0.224 -25.593 1.847  -0.506
C: 0.502 -24.466 2.336  -0.191
C: 1.859 -24.275 2.184  -0.037
C: 2.592 -25.273 1.576  -0.001
C: 1.955 -26.389 1.041  -0.050
C: 0.595 -26.546 1.151  -0.215
Sb: -2.678 -23.564 5.449  1.503
C: -1.274 -22.290 6.361  -0.451
C: -0.647 -21.281 5.644  -0.151
C: 0.240 -20.455 6.264  -0.060
C: 0.455 -20.555 7.630  -0.026
C: -0.175 -21.540 8.359  -0.049
C: -1.045 -22.413 7.739  -0.121
C: -1.066 -25.365 5.300  -0.505
C: -1.272 -26.275 6.399  -0.160
C: -0.244 -26.794 7.161  -0.021
C: 1.064 -26.382 6.919  -0.003
C: 1.296 -25.409 5.982  -0.038
C: 0.276 -24.912 5.197  -0.162
H: -4.150 -22.767 3.337  -0.009
H: -3.062 -21.469 3.862  0.058
H: -1.255 -22.538 2.346  0.067
H: -2.581 -21.686 1.597  0.120
H: -3.609 -23.525 0.686  0.061
H: -3.129 -24.614 1.957  -0.047
H: -1.569 -21.868 -0.485  0.083
H: -0.312 -20.063 -1.626  0.131
H: 1.940 -20.628 -2.561  0.123
H: 2.763 -22.901 -2.579  0.123
H: 1.470 -24.731 -1.469  0.100
H: -0.042 -23.650 2.817  0.073
H: 2.393 -23.380 2.563  0.150
H: 3.668 -25.136 1.499  0.140
H: 2.554 -27.144 0.531  0.137
H: 0.121 -27.406 0.657  0.113
H: -0.767 -21.139 4.563  0.100
H: 0.710 -19.684 5.679  0.122
H: 1.085 -19.833 8.141  0.132
H: 0.016 -21.582 9.417  0.124
H: -1.543 -23.214 8.277  0.101
H: -2.283 -26.539 6.654  0.068
H: -0.430 -27.551 7.909  0.132
H: 1.873 -26.796 7.484  0.132
H: 2.319 -25.079 5.789  0.139
H: 0.558 -24.101 4.588  0.066
C: -8.844 -25.463 2.117  -0.087
N: -8.273 -26.253 3.240  -0.048
C: -8.762 -25.848 4.547  -0.085
N: -8.224 -24.499 4.627  -0.092
C: -8.782 -23.661 3.587  -0.141
N: -8.390 -24.072 2.238  -0.091
C: -6.917 -24.012 2.062  -0.299
P: -5.875 -24.972 3.290  1.027
C: -6.937 -26.604 3.128  -0.244
C: -6.799 -24.451 4.821  -0.309
H: -9.928 -25.541 2.179  0.156
H: -8.534 -25.939 1.197  0.144
H: -8.373 -26.479 5.358  0.156
H: -9.850 -25.827 4.568  0.160
H: -8.484 -22.615 3.753  0.157
H: -9.877 -23.615 3.628  0.158
H: -6.536 -23.003 2.105  0.090
H: -6.666 -24.431 1.085  0.093
H: -6.667 -27.290 3.939  0.088
H: -6.696 -27.013 2.133  0.104
H: -6.497 -23.417 5.049  0.110
H: -6.508 -25.040 5.692  0.092

Cartesian forces (eV/Å) of the 2 atoms listed first:
-0.03 -0.36 -0.04
0.11 0.99 0.16

Computed properties:
2S+1 = 2
Net charge = +4
⟨S²⟩ = 0.757
Total energy = -3240.42389 Ha
Gap between HOMO and LUMO (spin up / spin down) = 6.4 / 5.5 eV
HOMO energy (spin up / spin down) = -0.64665 / -0.64665 Eh
E_LUMO (spin up / spin down) = -11.152 / -12.069 eV

=====

No. 2
Here is a 8-piece molecular cluster, C14H36N2O16 overall from the Open Molecules 2025 dataset. Energies are from ωB97M-V with the def2-TZVPD basis set.

Last column: Löwdin charge in e.
Geometry (Å):
C: -2.878 -0.118 -3.263  0.045
N: -3.940 -1.085 -2.923  -0.450
O: -3.627 -2.006 -2.196  0.045
O: -5.032 -0.905 -3.404  0.083
H: -2.295 -0.526 -4.089  0.097
H: -2.184 -0.027 -2.434  0.081
H: -3.329 0.823 -3.552  0.101
C: -0.425 -3.884 -3.246  0.054
N: -0.147 -2.418 -3.328  -0.444
O: -0.143 -1.829 -2.269  0.046
O: 0.111 -1.958 -4.422  0.070
H: 0.540 -4.358 -3.069  0.104
H: -0.715 -4.243 -4.229  0.096
H: -1.131 -4.020 -2.438  0.090
C: -2.127 -0.900 0.904  -0.009
O: -1.879 0.244 1.729  0.016
C: -0.637 0.590 1.985  -0.608
O: 0.330 -0.034 1.609  0.103
O: -0.652 1.670 2.761  0.020
C: 0.636 2.191 3.077  -0.045
H: -1.755 -1.794 1.392  0.069
H: -1.609 -0.746 -0.044  0.082
H: -3.199 -0.930 0.749  0.095
H: 1.099 1.573 3.844  0.104
H: 0.537 3.182 3.518  0.084
H: 1.257 2.373 2.201  0.087
C: 2.173 1.193 -1.001  0.000
O: 3.067 2.092 -1.687  0.002
C: 3.009 2.202 -3.004  -0.618
O: 2.123 1.790 -3.717  0.115
O: 4.089 2.851 -3.422  0.012
C: 4.219 3.103 -4.800  -0.061
H: 1.465 1.809 -0.452  0.082
H: 2.830 0.616 -0.358  0.093
H: 1.633 0.580 -1.721  0.087
H: 5.272 3.299 -4.995  0.092
H: 3.654 3.971 -5.138  0.096
H: 3.956 2.283 -5.469  0.096
C: -1.610 -5.373 4.030  -0.039
O: -2.517 -5.816 3.029  0.020
C: -2.815 -4.939 2.088  -0.621
O: -2.250 -3.895 1.872  0.105
O: -3.768 -5.439 1.325  0.017
C: -4.232 -4.651 0.233  -0.025
H: -2.020 -4.519 4.566  0.101
H: -0.607 -5.136 3.674  0.096
H: -1.491 -6.206 4.720  0.094
H: -4.082 -3.597 0.449  0.082
H: -5.274 -4.912 0.067  0.097
H: -3.719 -4.898 -0.698  0.092
C: 1.982 -2.666 0.994  -0.168
O: 2.798 -1.652 1.551  -0.130
H: 0.936 -2.679 1.318  0.064
H: 1.889 -2.424 -0.074  0.066
H: 2.389 -3.666 1.104  0.074
H: 2.284 -0.834 1.518  0.031
C: -0.081 4.875 0.358  -0.149
O: -0.911 6.033 0.185  -0.122
H: 0.726 4.957 -0.383  0.078
H: 0.522 4.946 1.272  0.066
H: -0.642 3.952 0.280  0.075
H: -0.341 6.701 -0.199  0.065
C: 2.990 6.200 4.036  -0.168
O: 2.821 4.819 3.812  -0.125
H: 3.699 6.577 3.287  0.079
H: 2.060 6.734 3.839  0.077
H: 3.329 6.486 5.035  0.075
H: 3.640 4.367 3.613  0.076

Cartesian forces (eV/Å) of the 2 atoms listed first:
0.69 0.31 -0.21
0.28 0.19 0.00

Computed properties:
2S+1 = 1
SMILES = C[N+](=O)[O-].C[N+](=O)[O-].COC(=O)OC.COC(=O)OC.COC(=O)OC.CO.CO.CO
Net charge = 0
Total energy = -1868.13621 Ha
Gap between HOMO and LUMO = 9.8 eV
HOMO energy = -0.35404 Eh
E_LUMO = 0.119 eV

=====

No. 3
Here is one molecule with the formula C5H6O2S from the Open Molecules 2025 dataset. Energies are from ωB97M-V with the def2-TZVPD basis set.

Last column: Löwdin charge in e.
Geometry (Å):
S: 3.425 -0.404 0.137  0.768
C: 1.855 -0.197 -0.070  -0.937
O: 1.350 1.040 -0.246  -0.086
C: -0.016 1.470 -0.029  -0.082
C: -0.653 0.186 0.533  -0.160
C: -1.624 -0.964 0.167  0.027
C: -0.276 -0.841 -0.448  -0.300
O: 1.027 -1.259 -0.174  -0.014
H: -0.360 1.853 -0.976  0.128
H: 0.031 2.238 0.737  0.123
H: -0.154 -0.019 1.468  0.146
H: -1.874 -1.759 0.924  0.135
H: -2.389 -0.743 -0.539  0.094
H: -0.342 -0.599 -1.485  0.156

Cartesian forces (eV/Å) of the 2 atoms listed first:
1.05 -0.20 0.23
-0.68 0.42 -0.38

Computed properties:
2S+1 = 1
SMILES = S=C1OC[C@H]2C[C@@H]2O1
Net charge = 0
Total energy = -742.66899 Ha
Gap between HOMO and LUMO = 9.3 eV
HOMO energy = -0.31654 Eh
E_LUMO = 0.724 eV

=====

No. 4
Here is C36H38BN6O3RuS as an isolated structure from the Open Molecules 2025 dataset. Energies are from ωB97M-V with the def2-TZVPD basis set.

Last column: Löwdin charge in e.
Geometry (Å):
Ru: -1.614 0.532 -0.229  1.102
C: -2.787 3.228 -0.748  -0.138
C: -4.058 2.799 -0.038  -0.087
C: -3.897 2.004 1.234  -0.230
C: -4.781 2.269 2.272  0.019
C: -4.692 1.578 3.466  0.011
C: -3.690 0.630 3.603  -0.002
C: -2.841 0.412 2.544  -0.127
N: -2.936 1.066 1.366  -0.048
N: -2.153 2.144 -1.540  -0.243
C: -0.845 2.595 -2.080  -0.110
C: -0.137 1.396 -2.634  -0.268
C: 0.673 1.467 -3.748  0.024
C: 1.197 0.295 -4.277  0.013
C: 0.842 -0.908 -3.691  0.008
C: 0.029 -0.900 -2.572  -0.073
N: -0.425 0.234 -2.012  -0.001
C: -3.034 1.674 -2.643  -0.077
C: -3.840 0.477 -2.237  -0.253
C: -4.994 0.138 -2.919  0.021
C: -5.718 -0.971 -2.512  0.012
C: -5.274 -1.691 -1.415  0.005
C: -4.114 -1.295 -0.781  -0.064
N: -3.389 -0.239 -1.192  0.009
H: -2.051 3.584 -0.024  0.130
H: -3.012 4.055 -1.428  0.151
H: -4.726 2.267 -0.722  0.128
H: -4.596 3.711 0.223  0.139
H: -5.537 3.030 2.135  0.135
H: -5.381 1.784 4.273  0.136
H: -3.557 0.070 4.517  0.132
H: -2.047 -0.313 2.629  0.092
H: -0.284 3.046 -1.261  0.117
H: -0.985 3.355 -2.853  0.156
H: 0.871 2.425 -4.209  0.138
H: 1.838 0.322 -5.148  0.137
H: 1.185 -1.852 -4.092  0.134
H: -0.256 -1.826 -2.102  0.121
H: -2.411 1.408 -3.499  0.146
H: -3.689 2.484 -2.969  0.154
H: -5.322 0.744 -3.753  0.140
H: -6.623 -1.257 -3.033  0.137
H: -5.818 -2.549 -1.046  0.132
H: -3.755 -1.823 0.087  0.110
O: 0.009 -2.065 0.035  0.067
B: -1.176 -1.413 0.347  -0.626
O: -1.954 -2.230 1.149  0.117
C: -1.227 -3.380 1.366  -0.176
C: -1.568 -4.485 2.121  0.032
C: -0.628 -5.500 2.151  -0.037
C: 0.592 -5.402 1.462  -0.034
C: 0.928 -4.284 0.713  0.030
C: -0.021 -3.287 0.688  -0.168
H: -2.511 -4.550 2.647  0.133
H: -0.831 -6.399 2.717  0.123
H: 1.285 -6.230 1.522  0.122
H: 1.864 -4.197 0.181  0.121
C: 5.297 -0.797 3.522  -0.071
C: 3.865 -0.506 3.088  -0.221
C: 3.774 0.906 2.516  -0.133
N: 2.408 1.262 2.065  0.071
C: 1.668 0.739 1.117  -0.593
S: -0.040 1.308 1.166  0.867
N: 2.052 -0.111 0.181  0.157
C: 3.352 -0.743 -0.177  -0.348
O: 3.349 -1.933 -0.243  0.166
C: 4.455 0.165 -0.511  -0.188
C: 5.742 -0.375 -0.555  0.006
C: 6.814 0.440 -0.872  -0.025
C: 6.602 1.784 -1.159  -0.024
C: 5.318 2.319 -1.135  -0.045
C: 4.242 1.512 -0.807  -0.047
H: 5.379 -1.799 3.937  0.089
H: 5.631 -0.092 4.284  0.089
H: 5.985 -0.728 2.677  0.077
H: 3.183 -0.587 3.938  0.121
H: 3.545 -1.241 2.350  0.096
H: 4.475 1.056 1.697  0.107
H: 4.019 1.637 3.284  0.143
H: 1.923 1.935 2.645  0.134
H: 1.292 -0.643 -0.235  0.088
H: 5.885 -1.425 -0.336  0.134
H: 7.814 0.032 -0.899  0.126
H: 7.441 2.418 -1.409  0.125
H: 5.163 3.362 -1.374  0.117
H: 3.240 1.927 -0.797  0.106

Cartesian forces (eV/Å) of the 2 atoms listed first:
0.92 2.04 0.59
-0.03 -0.07 0.22

Computed properties:
2S+1 = 1
Net charge = +3
Total energy = -2466.09175 Ha
Gap between HOMO and LUMO (spin up / spin down) = 4.7 / 4.6 eV
HOMO energy (spin up / spin down) = -0.57882 / -0.57777 Eh
E_LUMO (spin up / spin down) = -11.041 / -11.074 eV

=====

Quick rundown of energy above the lowest of the compared OMol25 structures with the same formula, charge and spin, same order as above: 0.767; 0.160; 3.154; 0.056 eV